Entry 1:
The following is a quantum chemistry calculation of the molecule C8H8N2OS at a distorted geometry, from the Open Molecules 2025 dataset.

Values from the calculation:
ΔE to the lowest compared entry with this formula, charge and spin = 2.383 eV

Atoms and positions in Å:
O  -1.8335  -2.4479  0.6333
C  -1.8932  -1.3108  0.1701
C  -3.1035  -0.5662  0.0611
C  -3.2308  0.5839  -0.6424
C  -2.0211  1.1119  -1.1597
N  -0.8572  0.4519  -0.9785
N  -0.8065  -0.7164  -0.4138
C  0.4361  -1.3348  -0.2477
C  1.2472  -0.8396  1.3218
C  2.3737  -0.2556  1.0425
C  2.9186  -0.1632  -0.4103
S  1.6800  -1.1089  -1.5038
H  -3.9448  -1.1492  0.4029
H  -4.1448  1.1439  -0.7096
H  -1.8840  2.1114  -1.7166
H  0.2835  -2.5024  -0.0994
H  0.7117  -0.8272  2.1574
H  2.9529  0.2862  1.8315
H  3.1188  0.7742  -0.8608
H  3.8515  -0.6993  -0.6331

Atoms 1-2, force components in eV/Å:
0.06 0.40 0.34
-0.57 -1.53 -0.09

=====

Entry 2:
The following is a quantum chemistry calculation of a structure of composition C19H45IrN6OSi4Te at a distorted geometry, from the Open Molecules 2025 dataset.

Values from the calculation:
expectation value of S² = 0.781
ΔE to the lowest compared entry with this formula, charge and spin = 3.323 eV
2S+1 = 2
total charge = +3

Atoms and positions in Å:
Ir  -1.7273  0.1945  1.2841
C  -4.8750  -4.1569  2.7829
N  -4.0553  -2.9941  3.1278
C  -3.9657  -2.6502  4.5445
C  -3.2958  -2.3658  2.2302
N  -2.4211  -1.4409  2.5043
N  -3.4433  -2.7805  0.9130
C  -3.4167  -2.0171  -0.2158
N  -3.9560  -2.5994  -1.2998
N  -2.8923  -0.8278  -0.2454
H  -5.4983  -4.4135  3.6330
H  -4.2590  -5.0309  2.5530
H  -5.5442  -3.9408  1.9497
H  -4.9068  -2.8931  5.0283
H  -3.8076  -1.5804  4.6733
H  -3.1669  -3.2041  5.0422
H  -2.3384  -1.2227  3.4865
H  -3.7726  -3.7256  0.7961
H  -4.4593  -3.4689  -1.2446
H  -3.9765  -2.1239  -2.1864
H  -3.0492  -0.3605  -1.1283
O  -3.5582  1.2978  2.6419
C  -2.9196  2.0721  3.6457
C  -1.6918  2.7699  3.1245
C  -1.1815  3.8881  3.7637
C  -0.0448  4.4984  3.2606
C  0.5355  3.9804  2.1079
C  -0.0316  2.8719  1.5231
N  -1.1194  2.2573  2.0244
H  -4.0774  1.8782  2.0688
H  -2.6215  1.3771  4.4355
H  -3.6036  2.8001  4.0839
H  -1.6722  4.2731  4.6470
H  0.3759  5.3638  3.7536
H  1.4090  4.4398  1.6691
H  0.3822  2.4364  0.6227
C  -0.4886  1.5486  -3.1153
Si  1.2100  2.2027  -2.6148
C  2.5384  2.1794  -3.9396
C  1.0993  3.7827  -1.5995
Si  1.8237  0.0318  -1.2473
Te  0.7623  -0.6872  0.8839
Si  4.3396  0.4200  -0.4645
C  4.6548  -1.1549  0.5001
C  5.4142  0.6530  -1.9765
C  4.0719  1.9743  0.5574
Si  1.6526  -1.9776  -2.7543
C  2.7582  -1.5949  -4.2237
C  -0.1936  -2.0965  -3.1360
C  2.2352  -3.4221  -1.7080
H  -1.0646  2.3319  -3.6156
H  -1.0597  1.2132  -2.2484
H  -0.4080  0.7211  -3.8197
H  2.1181  2.5423  -4.8811
H  2.9360  1.1837  -4.1266
H  3.3675  2.8436  -3.6940
H  1.2770  4.6415  -2.2511
H  1.8384  3.8310  -0.7999
H  0.1096  3.9128  -1.1607
H  4.6351  -2.0369  -0.1386
H  3.9389  -1.2984  1.3093
H  5.6510  -1.1110  0.9497
H  5.5652  -0.2782  -2.5221
H  6.4004  0.9931  -1.6466
H  5.0404  1.4048  -2.6700
H  3.2117  1.8948  1.2222
H  3.9470  2.8592  -0.0672
H  4.9572  2.1452  1.1765
H  2.2217  -1.0624  -5.0092
H  3.1087  -2.5359  -4.6542
H  3.6419  -1.0150  -3.9605
H  -0.4419  -1.6334  -4.0906
H  -0.8034  -1.6387  -2.3556
H  -0.4842  -3.1469  -3.2061
H  3.2933  -3.3561  -1.4583
H  2.0996  -4.3525  -2.2652
H  1.6716  -3.5139  -0.7797

Atoms 1-2, force components in eV/Å:
-1.60 -0.82 0.39
-0.08 -0.23 -0.22

=====

Entry 3:
The following is a quantum chemistry calculation of the molecule C6H5FO at a distorted geometry, from the Open Molecules 2025 dataset.

Values from the calculation:
ΔE to the lowest compared entry with this formula, charge and spin = 1.462 eV

Atoms and positions in Å:
O  1.3191  2.2175  0.1079
C  0.5502  1.2728  0.0536
C  -1.0226  1.3204  -0.0521
C  -1.3514  0.1294  -0.5248
C  -0.2132  -0.8511  -0.5530
C  0.4119  -1.1712  0.8494
C  1.0175  -0.0895  -0.1296
F  2.3362  -0.1666  -0.6437
H  -1.6642  2.2278  0.0843
H  -2.4152  -0.2962  -0.7984
H  -0.0510  -1.6664  -1.2619
H  1.1259  -2.0687  1.0697
H  -0.0433  -0.8583  1.7986

Atoms 1-2, force components in eV/Å:
-1.29 -0.79 0.14
-0.07 3.26 0.25

=====

Entry 4:
The following is a quantum chemistry calculation of a cluster of 2 separate species, C4H14N2O in total, from the Open Molecules 2025 dataset.

Values from the calculation:
ΔE to the lowest compared entry with this formula, charge and spin = 1.516 eV

Atoms and positions in Å:
C  3.2440  -0.1407  0.4068
N  1.7891  -0.1979  0.5767
C  1.1171  -0.7704  -0.5658
C  -0.3875  -0.6110  -0.4335
N  -0.7803  0.7984  -0.4938
C  -1.8876  1.0503  -1.3986
H  3.5967  -1.1442  0.1877
H  3.6954  0.1798  1.3345
H  3.5615  0.5072  -0.4122
H  1.4158  0.7378  0.6861
H  1.4033  -0.2924  -1.5210
H  1.3334  -1.8350  -0.6753
H  -0.8689  -1.1697  -1.2341
H  -0.6754  -1.0530  0.5274
H  -1.1323  1.0683  0.4170
H  -2.4229  1.9583  -1.1208
H  -1.5878  1.2100  -2.4390
H  -2.6417  0.2560  -1.4060
O  -2.9151  0.1045  2.2382
H  -2.8065  0.1871  3.1913
H  -3.0503  -0.8432  2.1345

Atoms 1-2, force components in eV/Å:
-0.70 -0.19 0.01
0.30 -0.07 -0.02